The following is a DFT calculation (the ωB97M-V functional and the def2-TZVPD basis) of a 8-piece molecular cluster, C53H57F8IN5O overall.

Each line ends with the Mulliken charge.
Geometry (Å):
I 0.957 0.349 -3.263  0.070
F 4.926 2.484 -1.863  -0.044
F 2.195 5.436 1.206  -0.394
F 6.537 -2.636 -2.297  -0.297
F -1.170 1.906 12.386  -0.291
F -4.537 -2.516 -10.976  -0.191
F 0.685 -4.657 -9.149  -0.317
F -3.261 0.503 9.902  -0.190
F -4.602 -4.358 -6.418  -0.380
O -2.446 1.366 5.435  -0.326
N 0.224 4.307 3.945  -0.968
N 0.224 1.252 1.900  -0.420
N 0.123 3.114 3.266  0.520
N 2.150 3.040 1.600  0.423
N -0.987 2.350 3.685  0.159
C -4.371 1.653 11.636  -0.021
C -5.459 1.751 12.503  -0.612
C 7.065 1.836 -2.617  -0.422
C -0.562 -4.808 -9.615  0.195
C -0.169 -1.557 11.988  -0.644
C 3.643 -4.688 -1.543  -0.361
C -6.464 0.781 12.470  -0.470
C -2.015 2.629 4.759  -0.359
C 6.157 2.829 -2.264  0.359
C -2.054 -5.383 -11.412  -0.436
C -1.870 1.863 7.942  -0.607
C -1.667 -2.765 -5.002  -0.180
C -2.594 -3.751 -5.341  -0.457
C -4.805 -2.020 -12.191  0.332
C -4.104 -0.788 -14.135  -0.380
C 4.971 -4.276 -1.647  -0.450
C -3.715 -3.409 -6.089  0.154
C -5.359 -0.994 -14.709  -0.472
C 2.296 1.642 -2.113  -0.656
C -5.302 -0.373 10.694  -0.414
C -6.338 -1.715 -14.021  -0.375
C 2.619 -3.860 -2.006  -0.577
C -0.756 -5.220 -10.928  -0.498
C 1.601 2.373 -0.816  -0.193
C 8.345 2.195 -3.040  -0.564
C 2.640 2.111 0.468  -0.846
C -0.983 1.110 2.815  -0.138
C -3.930 -2.099 -6.501  -0.087
C 8.707 3.543 -3.094  -0.487
C 2.801 4.323 2.029  0.173
C -3.144 -5.121 -10.581  -0.693
C -4.304 0.593 10.738  0.248
C 7.791 4.532 -2.732  -0.582
C -0.559 0.735 12.608  0.199
C 2.920 -2.617 -2.569  0.352
C 0.947 -0.609 13.917  -0.457
C -1.642 -4.549 -8.778  -0.033
C -2.940 -4.701 -9.264  -0.045
C -6.385 -0.282 11.569  -0.439
C 4.433 4.424 1.741  -0.475
C -3.010 -1.110 -6.153  -0.624
C 0.707 -1.692 13.067  -0.413
C -3.827 -1.299 -12.867  -0.370
C 5.122 3.353 2.824  -0.801
C -0.809 -0.339 11.760  0.127
C -1.536 1.023 6.539  -0.214
C 4.248 -2.201 -2.662  -0.384
C -1.879 -1.444 -5.407  -0.279
C 0.981 2.532 2.183  0.474
C 6.507 4.173 -2.320  -0.316
C 5.261 -3.035 -2.203  0.349
C -6.057 -2.235 -12.757  -0.405
C 0.315 0.611 13.683  -0.421
H 1.626 -0.718 14.759  0.360
H 2.660 0.983 0.806  0.279
H 0.528 1.942 -0.630  0.489
H -3.577 2.393 11.653  0.412
H -6.802 -2.805 -12.211  0.389
H 5.780 -4.910 -1.300  0.412
H -2.451 -4.780 -5.028  0.398
H -0.784 -3.023 -4.424  0.430
H -4.157 -5.244 -10.959  0.398
H 0.103 -5.411 -11.563  0.433
H 4.837 2.224 2.561  0.198
H -1.158 -0.674 -5.139  0.122
H -1.735 3.026 7.774  0.273
H 4.730 4.207 0.630  0.071
H 9.707 3.822 -3.419  0.368
H -5.525 2.580 13.203  0.367
H -1.630 3.379 5.593  0.305
H -0.412 1.137 6.225  0.223
H 2.121 -1.976 -2.933  -0.368
H -1.687 -0.126 6.809  0.276
H 3.186 0.970 -1.717  0.185
H -7.310 0.855 13.149  0.370
H 1.204 -2.642 13.247  0.373
H -5.229 -1.188 9.982  0.392
H -7.316 -1.871 -14.469  0.356
H -1.118 1.522 8.772  0.194
H -7.166 -1.038 11.548  0.362
H 3.406 -5.653 -1.101  0.365
H -1.464 -4.232 -7.755  0.313
H 0.538 4.179 4.932  0.300
H -5.577 -0.592 -15.696  0.355
H -0.631 4.900 3.862  0.286
H -0.351 -2.399 11.325  0.355
H 4.779 5.504 2.095  0.360
H 6.274 3.503 2.951  0.336
H 6.768 0.794 -2.561  0.487
H -3.791 -4.494 -8.620  0.303
H -2.977 3.105 4.289  0.241
H 3.698 2.370 0.065  0.211
H -1.809 0.285 2.896  0.381
H -1.499 -0.219 10.932  0.399
H 4.609 3.547 3.884  0.259
H -2.860 -1.140 -12.402  0.419
H 4.500 -1.235 -3.089  0.512
H 9.059 1.426 -3.326  0.381
H 0.495 1.465 14.327  0.414
H -2.215 -5.714 -12.435  0.376
H 5.780 4.929 -2.044  0.425
H 1.583 -4.183 -1.929  0.375
H -4.810 -1.858 -7.088  0.455
H -2.979 1.672 8.278  0.117
H -3.343 -0.230 -14.674  0.354
H -3.174 -0.081 -6.463  0.380
H 8.076 5.580 -2.771  0.361
H 2.795 2.443 -2.834  0.379
H 2.716 4.555 3.198  0.215
H 1.490 3.521 -1.074  0.164

Computed properties:
- HOMO energy: -0.362 Ha
- Kohn-Sham gap: 6.202 eV
- LUMO level: -0.1342 Ha
- Charge: +1
- Electronic energy: -3498.834916 Ha
- Energy relative to the best compared isomer or geometry (same formula, charge and spin): 196.7 kcal per mole


The following is a DFT calculation (the ωB97M-V functional and the def2-TZVPD basis) of C53H57IN7O2PTi as an isolated structure.

Each line ends with the Mulliken charge.
Geometry (Å):
I 2.305 2.872 1.737  0.030
Ti 0.475 0.807 1.155  -1.883
P 1.207 0.228 -1.894  1.735
O 2.770 -0.233 1.982  -0.571
O 1.212 0.413 -0.348  1.531
N -1.525 2.656 1.632  -0.824
N -0.197 3.192 -0.197  0.880
N -2.969 -1.016 -0.030  0.325
N -1.525 1.340 1.250  2.204
N 0.013 -0.938 2.006  1.634
N -0.127 -1.449 -1.507  0.948
N 0.459 5.407 -0.511  0.320
C -2.633 0.742 1.537  -1.513
C -0.348 -2.107 -0.285  0.156
C -0.468 -2.304 -2.480  0.525
C 0.336 -5.107 2.447  -1.893
C 2.347 -1.184 -2.309  2.044
C -0.746 0.733 4.753  0.074
C -0.895 3.552 0.931  -0.265
C -0.925 4.930 1.372  0.930
C -2.611 1.729 -1.983  -1.123
C 3.527 1.726 -1.462  -0.769
C -0.851 -3.558 -1.938  -2.281
C -3.744 -1.381 2.198  -0.615
C 2.022 -3.268 2.150  -1.889
C -0.807 7.605 2.135  -0.557
C -0.336 -1.853 1.088  -2.062
C -0.276 -1.461 3.333  0.781
C -4.303 -2.927 0.461  -0.902
C 0.456 1.347 4.073  -0.246
C -0.117 -2.858 3.587  0.128
C -1.692 -1.404 5.307  -0.644
C -0.146 7.205 0.993  -1.034
C 4.744 3.040 -3.050  -0.807
C -1.771 -2.778 5.361  -1.732
C 2.722 -2.007 -1.257  0.304
C 3.850 2.651 -4.034  -0.938
C 2.563 1.408 -2.412  1.580
C 2.783 1.825 -3.724  -0.611
C 3.623 -3.039 -1.456  -1.023
C 0.443 4.118 -0.846  -1.181
C -0.302 -0.776 -4.576  -1.202
C -1.486 0.955 -1.757  -0.023
C -1.604 5.366 2.515  -0.513
C -2.561 2.797 -2.861  -1.029
C 0.943 -3.826 3.063  0.848
C 4.175 -3.242 -2.710  -0.987
C 3.858 -2.379 -3.744  -0.899
C -0.291 1.224 -2.408  1.513
C -3.070 -0.620 1.239  0.340
C -1.993 1.620 4.635  -0.801
C -2.057 -2.482 -4.336  -1.834
C -0.596 -2.145 -3.971  1.980
C -0.810 -3.431 -0.591  -1.961
C 4.596 2.550 -1.764  -1.014
C -0.245 2.301 -3.286  -0.520
C 0.328 -3.191 -4.621  -1.660
C -1.541 6.689 2.889  -0.897
C -3.583 -2.120 -0.411  -0.296
C 2.953 -1.349 -3.546  -0.936
C -0.203 5.868 0.610  -0.160
C -0.931 -0.725 4.359  0.447
C -4.349 -2.563 1.799  -0.895
C -0.895 -3.476 4.563  -0.928
C -1.373 3.074 -3.512  -0.909
H 3.984 2.991 -5.050  0.501
H 3.888 -3.686 -0.634  0.587
H 1.459 -4.120 3.987  1.031
H -3.499 -2.355 -1.463  0.426
H -2.737 -1.776 -3.864  0.325
H 2.295 -1.834 -0.277  -0.625
H -2.173 4.651 3.085  0.492
H -1.575 0.099 -1.105  0.046
H 0.280 1.324 2.979  -0.349
H -0.283 -0.877 -5.660  0.583
H -4.880 -3.171 2.515  0.507
H -1.121 -4.435 -2.489  0.715
H -0.787 -4.538 4.705  0.474
H 0.994 6.077 -1.050  0.344
H -3.533 1.469 -1.483  0.499
H -3.413 1.357 1.997  0.588
H 2.735 -0.690 -4.370  0.239
H 3.261 0.223 2.684  0.363
H 5.565 3.694 -3.292  0.444
H -1.087 -0.068 -4.329  0.310
H -2.204 -0.819 6.056  0.549
H -1.950 2.406 5.387  0.475
H -3.436 3.402 -3.042  0.475
H -2.898 1.045 4.809  0.394
H 3.446 -0.535 1.359  0.195
H -4.815 -3.803 0.098  0.513
H -2.054 2.101 3.662  -0.360
H -2.179 -2.414 -5.413  0.470
H 5.307 2.808 -0.994  0.521
H 0.659 -0.380 -4.256  0.048
H -1.062 -4.180 0.133  0.612
H 0.316 -3.071 -5.701  0.497
H 4.855 -4.062 -2.878  0.463
H 4.305 -2.507 -4.717  0.493
H 0.653 2.563 -3.815  0.370
H 2.135 1.494 -4.525  0.222
H -0.509 0.682 5.824  0.906
H 0.002 -4.202 -4.393  0.402
H -2.054 7.019 3.778  0.474
H -1.319 3.892 -4.214  0.506
H 1.662 -3.181 1.128  0.245
H 0.791 -5.318 1.482  0.479
H -3.787 -1.060 3.226  0.509
H 2.362 -2.302 2.511  0.280
H -0.740 -5.017 2.309  0.501
H 0.419 7.910 0.404  0.456
H 2.870 -3.951 2.148  0.657
H -2.397 -3.277 6.082  0.479
H 1.038 3.821 -1.701  0.542
H 1.350 -3.077 -4.271  0.241
H -2.332 -3.487 -4.033  0.371
H -0.758 8.634 2.448  0.441
H 3.438 1.304 -0.471  0.325
H 1.355 0.772 4.308  0.497
H 0.512 -5.971 3.082  0.374
H 0.608 2.379 4.391  0.512
H -0.775 -2.729 1.569  0.931

Computed properties:
- HOMO energy: -0.464 Ha
- Kohn-Sham gap: 6.127 eV
- LUMO level: -0.2388 Ha
- Charge: +2
- Electronic energy: -4075.643447 Ha
- Energy relative to the best compared isomer or geometry (same formula, charge and spin): 129.7 kcal per mole


The following is a DFT calculation (the ωB97M-V functional and the def2-TZVPD basis) of C53H57N6O10S3Tl as an isolated structure.

Each line ends with the Mulliken charge.
Geometry (Å):
Tl 0.827 -0.530 -0.933  1.207
S 3.501 -0.126 -4.180  1.494
S 1.851 -4.189 1.191  -0.195
S -0.119 0.503 -4.915  1.188
O 3.833 1.283 -4.421  -0.856
O -0.493 3.674 -0.738  -0.382
O -0.057 -0.018 -3.563  -0.339
O -3.753 -2.321 -1.128  -0.860
O 1.842 -0.420 2.671  -0.940
O 2.045 1.467 3.881  -0.821
O 2.693 -0.293 -2.982  -0.508
O 0.231 1.947 -4.995  -0.730
O -1.371 0.225 -5.584  -0.758
O 4.631 -1.024 -4.250  -0.793
N 0.706 2.116 -2.005  1.015
N 2.084 -2.915 3.513  0.601
N 0.027 4.066 -3.014  0.435
N -1.457 -2.213 -0.808  1.438
N -0.376 2.712 1.400  0.967
N -1.775 0.533 -0.350  1.182
C -2.426 5.260 2.900  -1.546
C 1.453 0.441 3.516  -0.118
C -2.806 -0.214 -0.755  0.041
C -0.104 4.351 3.096  0.565
C -2.434 -0.249 5.267  -0.698
C -1.974 1.833 -0.175  -0.487
C -1.625 -4.268 2.748  -1.172
C -1.677 -5.795 0.166  -0.899
C 2.823 -1.326 -7.941  -0.598
C 1.796 3.859 1.650  0.045
C -1.449 0.415 5.991  -0.393
C -0.349 3.063 -1.986  -0.748
C -1.802 -4.413 0.238  0.123
C 1.154 -0.294 -5.942  -0.167
C -3.190 2.468 -0.384  -0.198
C 0.466 3.668 2.006  -0.037
C 1.521 2.406 -2.935  -1.828
C 2.509 -0.526 -5.662  0.083
C -0.208 0.651 5.417  -0.632
C -0.909 -0.479 3.418  0.518
C 0.076 0.195 4.133  0.638
C -0.829 5.185 -3.357  -1.004
C -1.761 3.993 4.979  -1.688
C -2.670 -1.728 -0.918  -0.626
C 2.551 4.751 2.407  -0.587
C 1.056 3.617 -3.632  0.302
C -4.259 1.693 -0.807  -1.113
C -2.379 -3.800 1.500  2.530
C -1.559 4.135 3.471  0.906
C -0.839 2.710 0.252  -0.403
C 2.218 -4.085 2.814  0.224
C 1.080 -3.772 -3.579  -1.426
C -1.385 -3.627 -0.850  -0.859
C 1.484 -1.103 -8.213  -0.621
C 2.856 -5.094 4.945  -0.048
C 2.646 -5.204 3.607  -0.879
C 2.670 -3.856 5.606  -0.889
C -3.875 -4.098 1.625  -1.863
C 3.662 2.304 0.910  -1.572
C 2.294 -2.797 4.839  0.004
C 0.670 -0.592 -7.220  -0.701
C 2.883 4.176 -0.568  -1.666
C 0.672 5.266 3.791  -0.085
C -4.063 0.342 -0.999  -0.526
C 2.005 5.462 3.459  -1.538
C -0.358 -3.449 -3.169  2.655
C -1.320 -3.634 -4.345  -1.658
C 3.316 -1.040 -6.682  -0.822
C -2.165 -0.684 3.976  -0.925
C 2.455 3.148 0.487  3.146
C -0.812 -4.255 -1.970  1.165
C -1.133 -6.419 -0.944  -1.605
C -0.696 -5.640 -2.000  -0.462
H -3.288 3.531 -0.202  0.530
H -4.042 -5.177 1.706  0.348
H -2.164 6.217 3.359  0.352
H -3.487 5.069 3.086  0.411
H 1.492 4.105 -4.493  0.632
H 2.818 -3.740 6.669  0.405
H -1.331 -4.679 -4.673  0.389
H 1.728 2.470 0.036  -1.265
H -3.410 -0.420 5.706  0.375
H -1.137 5.675 -2.436  0.259
H -1.655 0.752 7.001  0.365
H -1.691 -5.352 2.868  0.442
H -1.563 4.932 5.503  0.330
H -4.407 -3.724 0.750  0.393
H 3.339 3.675 -1.427  0.439
H 1.070 -1.325 -9.190  0.378
H 1.465 -3.005 -4.254  0.134
H -5.229 2.143 -0.978  0.397
H 0.563 1.199 5.946  0.392
H 1.139 -4.735 -4.098  0.404
H 3.600 4.876 2.164  0.320
H -4.289 -3.625 2.523  0.423
H 3.484 -1.728 -8.700  0.365
H -0.380 -0.424 -7.406  0.540
H 2.038 4.784 -0.906  0.159
H -4.840 -0.333 -1.328  0.562
H 3.173 -5.963 5.512  0.339
H 2.417 1.849 -3.203  0.612
H -0.677 -0.843 2.423  0.485
H 1.741 -3.817 -2.712  0.359
H -1.030 -7.498 -0.973  0.323
H -1.099 3.227 5.386  0.340
H -0.408 -2.398 -2.900  -1.116
H 3.633 4.852 -0.152  0.476
H -2.930 -1.193 3.402  0.518
H -2.278 5.358 1.821  0.217
H 4.353 -1.226 -6.447  0.533
H -1.271 2.585 -2.346  0.275
H -0.278 5.881 -3.983  0.420
H 2.141 -1.802 5.237  0.352
H -2.792 3.703 5.197  0.409
H 2.781 -6.140 3.083  0.384
H 3.447 1.727 1.812  0.190
H -2.335 -3.354 -4.056  0.366
H -0.569 -4.004 2.686  -0.042
H -0.253 -6.113 -2.871  0.316
H -2.046 -3.810 3.646  0.446
H 3.925 1.612 0.107  0.406
H 1.874 -2.005 3.016  -0.062
H -2.251 -2.717 1.422  -1.139
H -1.878 3.200 3.010  0.069
H -1.704 4.818 -3.892  0.331
H 4.532 2.940 1.103  0.345
H -1.021 -3.006 -5.188  0.327
H 0.240 5.806 4.625  0.256
H 2.617 6.147 4.033  0.352
H -2.003 -6.400 1.005  0.230

Computed properties:
- HOMO energy: -0.105 Ha
- Kohn-Sham gap: 5.631 eV
- LUMO level: 0.1017 Ha
- Charge: -2
- Electronic energy: -4501.982560 Ha
- Energy relative to the best compared isomer or geometry (same formula, charge and spin): 33.5 kcal per mole